Density functional theory data (the ωB97M-V functional and the def2-TZVPD basis) for a structure of composition C20H13ClF5IN2OPd in a non-equilibrium geometry.

Geometry as XYZ:
```
44
Properties=species:S:1:pos:R:3:forces:R:3:lowdin_charge:R:1
Pd -0.17044 -1.03666 0.41514 -0.08 -0.99 -0.49 0.97
Cl 4.16106 -4.77974 -3.42531 0.03 -0.04 -0.02 0.68
C 2.73522 -4.12371 -2.67866 0.01 0.07 0.04 -0.62
C 1.51048 -4.65511 -2.96650 -0.03 0.05 0.01 -0.18
C 0.33355 -4.11785 -2.41818 0.25 0.05 0.03 -0.67
I -1.49096 -4.94333 -2.93237 -0.14 0.00 0.01 0.92
C 0.37135 -3.03856 -1.54226 0.27 -0.14 -0.03 -0.46
O -0.66033 -2.48545 -1.01012 -0.49 0.71 0.06 -0.21
C 1.67166 -2.52458 -1.22143 -0.17 0.05 -0.05 -0.13
N 1.68531 -1.46554 -0.34913 0.59 -0.08 0.24 0.01
C 2.82516 -0.84469 -0.11777 -0.13 -0.13 -0.06 -0.09
C 4.03819 -1.26215 -0.68573 -0.06 0.01 -0.02 -0.03
C 4.06035 -2.35872 -1.49763 0.05 0.09 0.01 -0.01
C 2.85443 -3.01908 -1.80011 -0.07 -0.18 -0.12 -0.17
H 1.44064 -5.49289 -3.64613 0.02 -0.01 -0.01 0.09
H 2.79660 -0.00476 0.54871 -0.03 0.08 0.04 0.10
H 4.93616 -0.71108 -0.45041 0.04 0.00 -0.01 0.11
H 4.98268 -2.71210 -1.93572 0.02 -0.02 0.01 0.09
F 2.50083 -0.02369 2.60102 0.04 -0.03 -0.12 0.06
C 1.24341 -0.09727 3.07340 -0.33 -0.05 0.20 -0.22
C 0.15878 -0.41745 2.26585 0.41 0.75 0.32 -0.12
C -1.05955 -0.42132 2.92646 0.04 0.06 0.08 -0.24
F -2.16704 -0.69595 2.18579 0.03 -0.03 -0.02 0.04
C -1.23256 -0.16244 4.27405 -0.09 -0.04 -0.14 -0.15
F -2.44650 -0.19401 4.82760 0.00 0.01 0.02 0.12
C -0.12270 0.13687 5.04327 0.12 -0.03 -0.20 -0.14
F -0.24726 0.38870 6.34409 0.00 0.01 0.04 0.13
C 1.11995 0.17029 4.43265 -0.16 -0.04 -0.06 -0.15
F 2.20007 0.46489 5.15924 0.02 0.00 0.02 0.12
C -1.37762 4.27424 -1.21794 -0.04 0.04 -0.01 -0.04
C -2.44793 3.19838 -0.99839 0.05 -0.01 0.00 -0.60
C -3.33152 3.05264 -2.24187 -0.02 0.03 -0.02 -0.04
C -3.29851 3.51907 0.23551 -0.03 0.05 0.00 -0.04
C -1.76850 1.91604 -0.75986 0.07 -0.12 -0.01 -0.14
N -1.24090 0.91489 -0.57635 -0.19 -0.09 0.25 0.18
H -1.87092 5.22459 -1.42374 0.00 0.01 0.00 0.09
H -0.73931 4.02635 -2.06506 0.00 0.00 -0.02 0.09
H -0.75223 4.39433 -0.33437 0.01 -0.01 0.02 0.09
H -3.83511 4.00214 -2.42506 -0.01 0.00 -0.01 0.09
H -4.08706 2.28111 -2.10097 -0.01 -0.02 0.01 0.09
H -2.73916 2.79961 -3.12027 0.02 0.00 0.00 0.09
H -3.82865 4.45594 0.06235 -0.01 0.02 0.01 0.09
H -2.67888 3.63193 1.12429 0.02 -0.01 0.01 0.09
H -4.03225 2.73610 0.42192 -0.01 -0.01 -0.01 0.09
```
Positions in Å, forces in eV/Å.

Calculated values
- net charge = 0
- LUMO level (alpha / beta) (eV) = -1.03 / -1.03
- orbital gap (alpha / beta) (eV) = 6.5219 / 6.5213
- HOMO energy (alpha / beta) (hartree) = -0.277 / -0.277



Density functional theory data (the ωB97M-V functional and the def2-TZVPD basis) for the molecule C20H13N7S2 in a non-equilibrium geometry.

Geometry as XYZ:
```
42
Properties=species:S:1:pos:R:3:forces:R:3:lowdin_charge:R:1
C -8.89074 -0.28511 0.29110 -0.10 0.06 0.00 -0.09
C -8.33112 -1.54562 0.42545 0.01 0.08 -0.01 -0.08
C -6.96245 -1.71306 0.34133 0.13 -0.01 -0.01 -0.02
C -6.14556 -0.60773 0.12057 -0.89 -0.01 0.07 -0.17
N -4.75947 -0.80564 0.03988 0.74 0.34 -0.11 -0.02
N -4.24958 -2.03895 0.17997 -0.03 -0.73 0.11 0.10
C -2.94700 -1.96822 0.06795 -0.08 0.30 -0.04 -0.05
C -2.55239 -0.63535 -0.15823 -0.97 0.33 0.03 -0.05
C -3.76476 0.09412 -0.16971 1.18 -0.51 -0.02 -0.19
N -3.87097 1.42737 -0.35678 -0.19 0.29 -0.02 0.15
C -2.76900 2.07214 -0.53761 -0.35 0.32 -0.02 -0.07
N -1.55580 1.47364 -0.54533 0.04 -1.39 0.21 -0.03
N -0.35793 2.03993 -0.72356 0.79 0.98 -0.20 0.15
C 0.48613 1.02816 -0.64284 -0.72 0.21 0.04 -0.44
C 1.94471 1.19872 -0.77162 0.45 0.18 0.31 -0.36
S 2.71032 1.19682 0.89923 -0.50 0.15 -0.02 0.93
C 4.23601 0.48459 0.50881 0.39 -0.10 0.23 -0.94
N 4.59216 0.09998 -0.65952 -0.70 0.25 -0.29 0.03
C 5.85316 -0.42418 -0.65725 0.84 -0.23 0.57 -0.32
C 6.52416 -0.92818 -1.76642 -0.04 0.04 0.09 -0.02
C 7.80164 -1.42164 -1.60186 0.01 -0.03 -0.10 -0.09
C 8.41867 -1.42082 -0.35375 0.08 -0.01 0.10 -0.09
C 7.76972 -0.92509 0.76168 0.06 -0.02 0.05 -0.10
C 6.48869 -0.42877 0.60392 -0.27 0.06 -0.26 -0.47
S 5.42260 0.25716 1.80267 -0.15 -0.04 -0.49 1.02
N -0.09294 -0.17263 -0.42176 -0.11 -0.62 0.11 0.19
C -1.37480 0.10093 -0.35820 0.21 0.47 -0.09 -0.20
C -6.70055 0.65976 -0.01517 0.14 0.02 -0.01 -0.02
C -8.07295 0.81070 0.07151 -0.09 -0.12 0.02 -0.08
H -9.96061 -0.15756 0.35778 -0.09 0.01 0.00 0.10
H -8.96358 -2.40347 0.59719 -0.04 -0.08 0.01 0.10
H -6.50839 -2.68528 0.44364 -0.02 -0.05 0.01 0.10
H -2.33601 -2.84345 0.14860 0.08 -0.23 0.03 0.12
H -2.79451 3.14007 -0.69120 0.17 0.10 -0.03 0.14
H 2.39882 0.36509 -1.30404 -0.08 0.11 -0.07 0.08
H 2.17692 2.15136 -1.24351 0.01 -0.13 -0.09 0.09
H 6.03587 -0.92338 -2.72760 -0.05 0.00 -0.12 0.11
H 8.33345 -1.81578 -2.45475 0.05 -0.03 -0.07 0.10
H 9.41925 -1.81311 -0.25350 0.09 -0.03 0.01 0.10
H 8.24367 -0.92263 1.73052 0.11 -0.03 0.09 0.11
H -6.06177 1.51017 -0.18576 -0.07 0.01 0.00 0.09
H -8.50467 1.79467 -0.03347 -0.02 0.08 -0.01 0.10
```
Positions in Å, forces in eV/Å.

Calculated values
- SMILES string = c1ccc(-n2ncc3c2ncn2nc(CSc4nc5ccccc5s4)nc32)cc1
- net charge = 0
- LUMO level (eV) = -0.03
- orbital gap (eV) = 8.3051
- HOMO energy (hartree) = -0.306



Density functional theory data (the ωB97M-V functional and the def2-TZVPD basis) for a structure of composition C20H14Br2IN2O7P2Ru in a non-equilibrium geometry.

Geometry as XYZ:
```
49
Properties=species:S:1:pos:R:3:forces:R:3:lowdin_charge:R:1
Ru 0.45901 1.45261 0.62399 1.78 -1.07 1.78 0.94
I -1.59717 1.37198 2.44076 -0.37 -1.35 -0.87 1.15
C -2.70850 -0.18171 1.37637 -0.02 0.27 0.82 -0.48
C -3.21705 -1.16449 2.19104 0.33 0.66 -0.13 -0.14
C -3.91011 -2.25074 1.64154 -0.06 -0.22 -0.32 -0.05
C -4.02796 -2.37416 0.28447 0.05 0.01 0.40 -0.01
C -3.50378 -1.38893 -0.57745 0.21 0.41 0.13 -0.16
C -3.58639 -1.54549 -1.97832 0.15 0.14 -0.28 -0.02
C -3.06781 -0.60962 -2.82975 -0.23 -0.34 0.12 -0.04
C -2.51224 0.56790 -2.32009 0.16 0.35 0.62 0.00
C -2.43977 0.76554 -0.96456 -0.21 -0.52 -0.57 -0.27
C -2.86904 -0.22609 -0.03045 0.03 0.20 -0.26 -0.15
H -3.07952 -1.09588 3.25956 -0.02 -0.05 0.06 0.09
H -4.32220 -2.99164 2.30886 -0.04 -0.11 0.00 0.12
H -4.51832 -3.23131 -0.15199 -0.08 -0.07 -0.02 0.12
H -4.06405 -2.42884 -2.37045 -0.06 -0.15 -0.04 0.12
H -3.11208 -0.75003 -3.89739 -0.05 -0.04 -0.12 0.12
H -2.15278 1.34287 -2.97999 -0.02 0.03 -0.13 0.12
Br 1.90583 -5.32161 0.36466 -0.05 0.34 0.00 0.82
C 1.49564 -3.48313 0.25819 -0.17 0.05 -0.12 -0.65
C 0.38851 -3.05442 -0.46943 0.47 -0.16 0.19 -0.06
C 0.10372 -1.70242 -0.48607 -0.25 0.10 -0.17 -0.08
N 0.83829 -0.80343 0.15811 0.09 1.66 0.86 0.05
C 1.95068 -1.20162 0.79589 -0.20 -0.36 -0.22 -0.21
C 2.30059 -2.54221 0.88954 -0.08 0.09 -0.10 -0.03
C 2.77568 -0.11979 1.37553 0.49 0.08 0.22 -0.22
C 4.14946 -0.06045 1.18837 -0.21 0.03 0.25 -0.03
C 4.83034 1.03809 1.70651 -0.04 0.16 0.15 -0.64
Br 6.68320 1.22560 1.42027 -0.34 -0.06 0.04 0.84
C 4.13849 2.00072 2.43828 0.20 -0.31 -0.02 -0.07
C 2.77138 1.85560 2.57647 0.24 0.05 0.21 -0.11
N 2.10405 0.83539 2.04030 -0.99 0.63 -1.20 0.00
H -0.22208 -3.75903 -1.01040 -0.10 0.01 -0.03 0.11
H -0.73317 -1.32647 -1.05897 -0.07 0.02 0.08 0.11
H 3.15939 -2.84853 1.46522 0.13 0.02 -0.01 0.12
H 4.66947 -0.82202 0.62701 -0.02 -0.03 -0.03 0.12
H 4.65467 2.84105 2.87572 -0.02 0.05 0.00 0.12
H 2.18264 2.56954 3.14301 0.06 0.05 -0.21 0.13
O 2.19579 0.83692 -1.79203 0.12 0.50 -0.01 -0.13
P 1.82640 2.40209 -1.65387 0.43 -0.92 -1.10 0.24
O 2.22780 3.22935 -2.77352 0.04 0.23 -0.20 -0.22
O 2.06706 2.73056 -0.21444 -0.78 -1.11 0.49 -0.32
O 0.09999 2.12758 -1.79540 0.02 0.49 0.62 -0.28
P -0.93023 3.03910 -1.03582 -1.42 -0.29 -0.57 0.26
O -1.70241 3.86463 -2.11391 0.06 -0.53 -0.11 -0.02
O -0.43403 3.79267 0.11534 0.39 -0.06 0.68 -0.25
O -1.97524 1.94712 -0.44479 0.40 0.73 -0.44 -0.23
H 2.41801 0.64660 -2.70423 0.16 -0.17 -0.45 0.09
H -1.71016 4.80056 -1.91172 -0.09 0.59 -0.01 0.11
```
Positions in Å, forces in eV/Å.

Calculated values
- net charge = +1
- LUMO level (alpha / beta) (eV) = -4.07 / -4.09
- orbital gap (alpha / beta) (eV) = 7.2470 / 7.2301
- HOMO energy (alpha / beta) (hartree) = -0.416 / -0.416



- Among the records above, which one has the highest net charge?
  C20H14Br2IN2O7P2Ru



- Which value of net charge does entry 2 give?
  0